{"formula": "C2HI5O", "method": "ωB97M-V/def2-TZVPD", "e_tot_ha": -1640.36972, "homo_ev": [-7.8066, -8.0255], "orbital_gap_ev": [6.69, 7.23], "elements": ["C", "C", "O", "I", "I", "I", "I", "I", "H"], "xyz": [[0.282, 0.399, 1.578], [2.875, -0.275, 0.690], [-0.189, 0.837, 0.349], [0.530, 2.049, 2.806], [-0.316, -1.354, 2.284], [3.028, -2.025, 1.764], [4.123, 1.296, 1.370], [2.419, -0.270, -1.304], [0.391, 1.508, -0.007]], "atomic_forces_ev_per_a": [[0.82, 2.12, -2.08], [-0.22, 0.71, 0.98], [-0.52, -1.80, 1.03], [0.17, 0.17, 0.72], [-1.19, -0.82, 0.32], [0.73, -0.22, -0.32], [-0.32, -0.41, -0.26], [0.07, -0.20, -0.32], [0.45, 0.44, -0.05]]}

{"formula": "C2HIS", "method": "ωB97M-V/def2-TZVPD", "e_tot_ha": -772.56617, "multiplicity": 3, "homo_ev": [-6.8000, -9.9028], "orbital_gap_ev": [7.20, 7.10], "elements": ["C", "C", "S", "I", "H"], "xyz": [[-0.785, 0.549, -0.007], [-0.525, 1.814, 0.014], [-0.211, 3.331, 0.014], [-2.808, -0.093, 0.003], [-0.024, -0.215, -0.016]], "atomic_forces_ev_per_a": [[0.08, -0.64, 0.05], [0.64, 0.61, -0.05], [-0.01, 1.00, 0.03], [-0.43, -0.46, -0.01], [-0.28, -0.51, -0.02]]}

{"formula": "C2HLiNaO2", "method": "ωB97M-V/def2-TZVPD", "e_tot_ha": -396.93584, "multiplicity": 2, "homo_ev": [-5.2908, -7.5944], "orbital_gap_ev": [4.39, 6.74], "elements": ["O", "C", "C", "H", "Li", "Na", "O"], "xyz": [[2.186, -0.970, 1.129], [1.451, -0.362, 0.345], [0.336, -0.330, -0.362], [0.137, -1.191, -1.011], [-0.626, 2.103, -0.056], [-2.353, 0.150, 1.157], [-1.131, 0.600, -1.202]], "atomic_forces_ev_per_a": [[-1.21, 2.96, -2.23], [-0.28, -3.36, 2.00], [-1.36, 0.88, -0.98], [0.37, 0.43, 0.21], [0.14, -1.03, -1.15], [0.53, -0.24, -0.86], [1.82, 0.37, 3.00]]}

{"formula": "C2HN2O2", "method": "ωB97M-V/def2-TZVPD", "total_charge": -1, "e_tot_ha": -336.75608, "homo_ev": -3.7244, "orbital_gap_ev": 7.94, "elements": ["C", "C", "N", "N", "O", "O", "H"], "xyz": [[-1.799, -0.608, 0.124], [1.364, 1.044, 0.092], [-2.722, -0.018, -0.251], [1.206, -0.092, -0.198], [2.060, 2.029, 0.044], [0.685, -1.244, 0.041], [-0.794, -1.111, 0.148]], "atomic_forces_ev_per_a": [[-1.70, 0.78, -1.00], [2.00, 0.28, -0.74], [0.42, -0.41, 0.62], [-0.81, -0.65, -0.04], [-0.54, 1.56, 0.59], [-0.24, -1.59, 0.21], [0.88, 0.04, 0.36]]}

{"formula": "C2HN2O2", "method": "ωB97M-V/def2-TZVPD", "total_charge": -1, "e_tot_ha": -336.69418, "homo_ev": -3.2446, "orbital_gap_ev": 7.65, "elements": ["C", "C", "N", "N", "O", "O", "H"], "xyz": [[1.425, -0.612, 0.067], [0.552, 0.368, 0.185], [2.258, -1.462, -0.025], [-1.205, 0.082, 0.027], [-1.728, 1.213, 0.041], [-1.736, -1.007, -0.225], [0.435, 1.418, -0.071]], "atomic_forces_ev_per_a": [[2.78, -2.99, -0.75], [-5.32, 1.54, 0.20], [-1.41, 1.36, 0.26], [3.49, 0.81, -0.61], [-0.74, -2.16, 0.00], [0.31, 1.98, 0.74], [0.89, -0.52, 0.16]]}

{"formula": "C2HN2O3", "method": "ωB97M-V/def2-TZVPD", "total_charge": -1, "e_tot_ha": -412.04691, "homo_ev": -3.2308, "orbital_gap_ev": 7.29, "elements": ["C", "C", "N", "N", "O", "O", "O", "H"], "xyz": [[0.289, -0.679, -0.237], [-0.808, 1.092, 0.366], [1.544, -1.508, -0.500], [-0.959, -1.039, -0.308], [0.433, 0.652, 0.174], [-1.113, 2.196, 0.738], [-1.680, 0.122, 0.086], [2.293, -0.836, -0.319]], "atomic_forces_ev_per_a": [[5.54, -3.49, -1.00], [-0.87, 0.59, 0.23], [-5.00, 3.04, 0.92], [0.52, -0.56, -0.23], [-0.02, -0.45, -0.15], [0.09, 0.12, 0.02], [-0.08, 0.64, 0.19], [-0.18, 0.12, 0.02]]}

{"formula": "C2HN2S3", "method": "ωB97M-V/def2-TZVPD", "total_charge": -1, "e_tot_ha": -1380.84426, "homo_ev": [-2.4912, -3.1854], "orbital_gap_ev": [5.72, 6.61], "elements": ["C", "C", "N", "N", "S", "S", "S", "H"], "xyz": [[-0.930, 0.420, -0.035], [-0.606, -0.979, 0.061], [-0.083, 1.345, -0.045], [1.395, 0.522, -0.077], [2.766, 1.241, 0.078], [-1.648, -2.252, 0.088], [1.144, -1.100, -0.058], [-2.038, 0.802, -0.012]], "atomic_forces_ev_per_a": [[-3.38, -1.35, 0.60], [0.50, 1.18, -0.55], [4.89, -0.02, -0.32], [-5.29, 0.98, -0.21], [3.11, 1.80, 0.29], [-0.70, -1.03, 0.08], [-1.15, -0.48, 0.19], [2.02, -1.08, -0.09]]}

{"formula": "C2HN3O2", "method": "ωB97M-V/def2-TZVPD", "e_tot_ha": -391.36672, "homo_ev": [-11.1000, -10.5927], "orbital_gap_ev": [8.62, 7.53], "elements": ["C", "C", "N", "N", "N", "O", "O", "H"], "xyz": [[-1.412, 0.948, 0.068], [1.878, 0.136, -0.068], [-1.918, 1.958, 0.290], [1.023, 0.538, -0.799], [-0.935, -0.185, -0.385], [-0.812, -1.215, 0.450], [2.827, -0.166, 0.532], [-0.652, -2.014, -0.088]], "atomic_forces_ev_per_a": [[-0.26, 0.06, 0.95], [1.09, -0.40, 0.76], [-0.23, 0.60, 0.20], [-2.64, 0.77, -1.55], [1.93, -1.47, -1.88], [-0.41, 0.31, 0.97], [0.59, -0.46, 0.75], [-0.07, 0.59, -0.19]]}

Question: What is the formula in the first record?
Answer: C2HI5O

What did the second record say?
{"formula": "C2HIS", "method": "ωB97M-V/def2-TZVPD", "e_tot_ha": -772.56617, "multiplicity": 3, "homo_ev": [-6.8000, -9.9028], "orbital_gap_ev": [7.20, 7.10], "elements": ["C", "C", "S", "I", "H"], "xyz": [[-0.785, 0.549, -0.007], [-0.525, 1.814, 0.014], [-0.211, 3.331, 0.014], [-2.808, -0.093, 0.003], [-0.024, -0.215, -0.016]], "atomic_forces_ev_per_a": [[0.08, -0.64, 0.05], [0.64, 0.61, -0.05], [-0.01, 1.00, 0.03], [-0.43, -0.46, -0.01], [-0.28, -0.51, -0.02]]}